Record 1
A 8-piece molecular cluster, C36H62BN9O4 overall. Source: the Open Molecules 2025 dataset; level of theory: ωB97M-V with the def2-TZVPD basis set.

```
! wB97M-V def2-TZVPD RIJCOSX def2/J DEFGRID3
* xyz 0 1
C -0.7639 -0.3156 2.5500
C -1.5917 -0.7294 1.3357
O -1.3333 0.2677 0.3161
C -2.2713 0.3910 -0.7157
C -2.9865 -0.8504 -1.0595
N -3.5152 -1.8288 -1.3396
C -3.2158 1.5749 -0.4462
C -3.9290 1.3812 0.8348
N -4.4593 1.1748 1.8321
O -4.0753 1.6608 -1.5649
C -5.2289 2.4940 -1.3947
C -6.4695 1.6893 -0.9831
B -2.2464 2.8758 -0.2914
O -1.1154 3.0264 -1.0584
O -2.6298 3.8663 0.5976
H 0.1491 -0.8912 2.6300
H -0.5329 0.7464 2.4608
H -1.3519 -0.4270 3.4614
H -1.2580 -1.6970 0.9598
H -2.6485 -0.7793 1.5903
H -1.7197 0.6756 -1.6170
H -5.0293 3.3065 -0.6914
H -5.3979 2.9596 -2.3652
H -6.7916 1.9560 0.0221
H -7.2881 1.8819 -1.6746
H -6.2466 0.6234 -1.0096
H -0.3084 2.6806 -0.6419
H -2.0241 3.9045 1.3485
C 1.0987 -0.0752 -2.1688
C 2.6027 0.1268 -2.0920
C 3.0694 0.4694 -0.6702
C 2.4415 1.6989 -0.1843
N 1.9303 2.6611 0.1835
H 0.5710 0.8391 -1.8882
H 0.7877 -0.3393 -3.1775
H 0.7779 -0.8695 -1.4905
H 2.8973 0.9246 -2.7746
H 3.1291 -0.7710 -2.4122
H 4.1524 0.6063 -0.6502
H 2.8240 -0.3287 0.0337
C -5.2950 -3.3238 1.0943
C -5.4176 -4.4038 2.1613
C -4.7562 -3.9923 3.4813
C -3.3255 -3.7323 3.3135
N -2.2017 -3.5325 3.1822
H -4.2514 -3.1357 0.8434
H -5.7967 -3.6217 0.1741
H -5.7382 -2.3828 1.4294
H -4.9621 -5.3295 1.8054
H -6.4676 -4.6234 2.3610
H -4.8600 -4.7807 4.2252
H -5.2214 -3.0855 3.8739
C 4.2191 -3.8001 -5.9069
C 2.7097 -3.9281 -5.7447
C 1.9437 -2.7308 -6.3212
C 2.3244 -1.4839 -5.6567
N 2.6533 -0.5175 -5.1317
H 4.6039 -2.9344 -5.3656
H 4.7230 -4.6826 -5.5142
H 4.4941 -3.6953 -6.9585
H 2.4612 -4.0367 -4.6875
H 2.3573 -4.8294 -6.2488
H 0.8682 -2.8657 -6.1992
H 2.1464 -2.6214 -7.3881
C -0.6592 7.0064 -3.6925
C -0.8894 7.0914 -2.1886
C -2.0580 6.2200 -1.7139
C -3.3154 6.6289 -2.3448
N -4.2931 6.9504 -2.8542
H -1.5261 7.3691 -4.2464
H 0.1986 7.6118 -3.9861
H -0.4659 5.9769 -4.0003
H -1.0756 8.1285 -1.9026
H 0.0100 6.7683 -1.6612
H -2.1758 6.2938 -0.6333
H -1.8799 5.1726 -1.9506
C 7.3370 2.1681 -1.5390
C 7.3555 1.8677 -3.0329
C 6.1483 1.0369 -3.4808
C 6.1048 -0.2608 -2.8044
N 6.0645 -1.2723 -2.2622
H 7.3871 1.2504 -0.9505
H 8.1893 2.7872 -1.2594
H 6.4269 2.7037 -1.2586
H 8.2740 1.3386 -3.2928
H 7.3545 2.8015 -3.5972
H 6.1717 0.8558 -4.5558
H 5.2184 1.5645 -3.2585
C -3.1912 -4.7805 7.6766
C -2.5400 -6.1575 7.7207
C -2.2748 -6.7284 6.3231
C -3.5139 -6.8842 5.5606
N -4.4851 -7.0066 4.9605
H -4.1702 -4.8220 7.1962
H -3.3348 -4.3902 8.6839
H -2.5721 -4.0706 7.1247
H -3.1733 -6.8493 8.2792
H -1.5875 -6.0988 8.2497
H -1.7910 -7.7038 6.3846
H -1.6164 -6.0642 5.7594
C 5.5204 1.8462 2.1228
C 4.5131 2.5811 2.9980
C 3.8238 1.6605 4.0131
C 3.0778 0.5963 3.3396
N 2.4782 -0.1975 2.7668
H 5.0348 1.0728 1.5259
H 6.0085 2.5383 1.4360
H 6.2953 1.3685 2.7257
H 3.7543 3.0516 2.3705
H 5.0154 3.3788 3.5480
H 3.1240 2.2251 4.6301
H 4.5571 1.1999 4.6778
*
```

- SMILES: CCO[C@@H](C#N)[C@](C#N)(OCC)B(O)O.CCCC#N.CCCC#N.CCCC#N.CCCC#N.CCCC#N.CCCC#N.CCCC#N
- E_LUMO: 0.5 eV
- E_HOMO: -9.88 eV
- Energy: -60614.8566 eV
- HOMO-LUMO gap: 10.36 eV

***

Record 2
C36H62F5NO11S as an isolated structure in a non-equilibrium geometry. Source: the Open Molecules 2025 dataset; level of theory: ωB97M-V with the def2-TZVPD basis set.

```
! wB97M-V def2-TZVPD RIJCOSX def2/J DEFGRID3
* xyz 0 1
C -1.0310 -0.7019 -11.5603
O -0.5477 0.4566 -10.8605
C -1.4934 1.5189 -11.0602
C -0.8082 2.8375 -10.4878
C -1.7447 4.0965 -10.6682
C -2.9359 4.1628 -9.6336
C -2.4239 4.1654 -8.1349
C -3.0037 2.9632 -7.2558
C -2.8981 3.4381 -5.7351
C -2.6503 2.1759 -4.8051
C -1.1872 2.1583 -4.1836
C -0.0139 1.9745 -5.2409
C 0.4988 0.4870 -5.4466
C 1.8671 0.3162 -4.6648
C 2.0641 -1.0487 -3.9272
F 0.9167 -1.7964 -3.7459
F 2.5323 -0.7436 -2.6356
C 3.1163 -2.0187 -4.6262
F 3.0375 -3.2267 -3.9553
F 4.3826 -1.5352 -4.6239
F 2.6398 -2.2832 -5.8950
O -0.7697 3.3820 -3.4781
S 0.2229 2.8182 -2.2445
O -0.3161 3.3600 -0.9979
O 1.6243 3.2132 -2.3013
O -0.0398 1.1634 -2.3320
C -1.3361 1.1490 -2.9815
C -2.1223 -0.2043 -3.1585
C -1.6662 -1.3657 -2.1755
C -2.8762 -1.9789 -1.3295
C -2.2483 -2.8872 -0.2054
N -1.3818 -3.9564 -0.7097
C -0.1421 -4.2051 -0.0815
C 0.4812 -5.3376 -0.7519
C -0.4268 -5.7884 -1.8712
C -1.5528 -4.8513 -1.7575
H -0.6416 -0.7173 -12.6187
H -0.7665 -1.6352 -11.0016
H -2.1607 -0.6669 -11.6389
H -1.7160 1.6852 -12.1548
H -2.4610 1.3404 -10.4968
H -0.5723 2.6446 -9.4027
H 0.1258 2.9895 -11.0914
H -1.1074 5.0202 -10.5528
H -2.1356 4.1189 -11.7235
H -3.6606 3.3146 -9.8107
H -3.4820 5.1349 -9.7948
H -1.3027 4.1833 -8.0799
H -2.7869 5.1099 -7.6281
H -4.0704 2.7353 -7.5470
H -2.3361 2.0759 -7.4679
H -2.0123 4.1253 -5.6822
H -3.8010 4.0172 -5.4173
H -3.3724 2.1931 -3.9375
H -2.8699 1.2396 -5.3843
H -0.4225 2.3328 -6.2339
H 0.8346 2.6605 -4.9928
H -0.2790 -0.2820 -5.2251
H 0.7405 0.3885 -6.5472
H 1.9419 1.1468 -3.9108
H 2.7300 0.4555 -5.3743
H -1.9977 1.7240 -2.2574
H -2.0910 -0.5928 -4.2184
H -3.2114 0.0338 -2.9743
H -1.3148 -2.2089 -2.8358
H -0.8876 -1.0408 -1.4388
H -3.5122 -2.5689 -2.0454
H -3.4761 -1.1362 -0.8980
H -3.1106 -3.3954 0.3267
H -1.7058 -2.2292 0.5271
H 0.2951 -3.6228 0.7928
H 1.4541 -5.8215 -0.5115
H -0.2831 -6.6260 -2.5823
H -2.4595 -4.8159 -2.4030
O 1.6225 -4.1644 2.1477
C 1.5787 -4.1908 3.3537
O 1.5047 -3.0444 4.0458
C 1.2591 -2.9699 5.4594
C 2.5447 -3.1160 6.2448
C 1.7008 -5.4920 4.1012
H 0.4970 -3.6919 5.7626
H 0.8374 -1.9815 5.6441
H 3.0117 -4.0884 6.0770
H 2.3569 -3.0019 7.3135
H 3.2672 -2.3594 5.9329
H 2.7559 -5.7461 4.2075
H 1.2014 -6.2689 3.5215
H 1.2249 -5.4852 5.0792
O 1.0624 0.0500 7.2151
C 1.8555 0.6689 7.8819
O 3.1388 0.2756 7.9285
C 4.1941 1.0378 8.5325
C 4.2848 0.7711 10.0225
C 1.4119 1.8227 8.7382
H 4.0884 2.1002 8.3017
H 5.1168 0.7088 8.0515
H 3.3749 1.0683 10.5509
H 5.1277 1.3129 10.4571
H 4.4203 -0.2973 10.2075
H 1.0305 1.4398 9.6834
H 0.6138 2.3509 8.2153
H 2.1915 2.5566 8.9290
O 1.8905 0.9532 11.8042
C 1.0359 0.9545 12.6574
O 0.9389 1.9918 13.5031
C -0.1454 2.1830 14.4222
C 0.0899 1.4255 15.7125
C 0.1337 -0.2351 12.8489
H -1.1010 1.9319 13.9569
H -0.1776 3.2526 14.6334
H 0.1456 0.3493 15.5439
H -0.7123 1.6225 16.4257
H 1.0394 1.7254 16.1606
H 0.6440 -0.9756 13.4656
H -0.0772 -0.6676 11.8704
H -0.8301 0.0083 13.2904
*
```

- E_LUMO: 0.5 eV
- E_HOMO: -7.29 eV
- Energy: -86768.2883 eV
- HOMO-LUMO gap: 7.78 eV